(1)
Formula: C12H10F11IrNO6S3
Source: OMol25
Level of theory: wB97M-V/def2-TZVPD

Last column: Löwdin charge in e.
Geometry (Å):
Ir1 0.100 -0.161 -0.384  1.242
F1 1.216 -2.507 2.562  0.150
C1 1.898 -3.302 1.737  -0.687
F2 1.528 -4.555 1.912  0.186
F3 3.194 -3.165 1.951  0.176
S1 1.519 -2.799 0.001  0.644
O1 0.074 -2.721 -0.092  -0.335
O2 2.269 -3.620 -0.873  -0.197
N1 1.938 -1.214 0.050  -0.420
S2 2.983 -0.496 -0.981  0.643
O3 3.732 -1.346 -1.825  -0.193
O4 2.153 0.577 -1.510  -0.350
C2 4.142 0.318 0.208  -0.688
F4 3.416 1.073 1.037  0.143
F5 4.788 -0.604 0.895  0.178
F6 4.986 1.073 -0.464  0.188
C3 -0.792 2.943 -1.128  -0.056
O5 -0.591 2.010 -0.053  -0.357
C4 -1.547 2.128 1.009  -0.166
C5 -1.123 1.183 2.103  -0.151
O6 -1.021 -0.158 1.602  -0.340
C6 -2.189 -0.981 1.784  -0.043
H1 -0.701 3.958 -0.744  0.108
H2 -1.776 2.799 -1.578  0.094
H3 -0.012 2.753 -1.860  0.097
H4 -2.544 1.884 0.628  0.140
H5 -1.550 3.154 1.382  0.148
H6 -1.830 1.216 2.932  0.146
H7 -0.131 1.450 2.467  0.145
H8 -2.392 -1.080 2.849  0.108
H9 -1.950 -1.952 1.361  0.086
H10 -3.051 -0.551 1.271  0.100
F7 -1.541 -5.348 -4.926  0.184
C7 -1.532 -4.225 -4.244  -0.106
C8 -0.319 -3.638 -3.900  -0.126
F8 0.818 -4.202 -4.264  0.168
C9 -0.322 -2.461 -3.186  -0.231
F9 0.843 -1.899 -2.883  0.079
C10 -1.516 -1.842 -2.803  -0.460
S3 -1.588 -0.344 -1.930  0.837
C11 -2.721 -2.454 -3.168  -0.230
F10 -3.873 -1.905 -2.810  0.115
C12 -2.734 -3.635 -3.877  -0.129
F11 -3.880 -4.208 -4.203  0.161

Output
Spin multiplicity: 5
ΔE to the lowest compared entry with this formula, charge and spin, kJ/mol: 0.0
E_HOMO (alpha / beta), eV: -12.31 / -12.79
<S²>: 6.021
Energy, a.u.: -3366.451713
Net charge: +1
E_LUMO (alpha / beta), Eh: -0.097 / -0.233


(2)
Formula: CH2N4O2
Source: OMol25
Level of theory: wB97M-V/def2-TZVPD

Last column: Löwdin charge in e.
Geometry (Å):
N1 -0.247 -0.160 -0.317  0.013
N2 -0.585 -0.236 1.008  0.008
C1 0.066 -0.613 1.956  -0.138
N3 0.783 -0.837 2.916  0.190
N4 1.009 -1.521 4.086  -0.457
O1 0.051 -1.643 4.800  0.098
O2 2.133 -1.877 4.277  0.102
H1 -0.671 0.663 -0.739  0.089
H2 0.760 -0.171 -0.474  0.094

Output
Spin multiplicity: 1
ΔE to the lowest compared entry with this formula, charge and spin, kJ/mol: 499.3
E_HOMO, eV: -9.47
SMILES: NN=C=N[N+](=O)[O-]
Energy, a.u.: -408.595350
Net charge: 0
E_LUMO, Eh: 0.000


(3)
Formula: C3H3NO2S
Source: OMol25
Level of theory: wB97M-V/def2-TZVPD

Last column: Löwdin charge in e.
Geometry (Å):
O1 1.067 0.924 -0.550  0.056
C1 0.287 1.789 -0.788  -0.365
O2 -1.043 1.777 -0.712  -0.124
N1 -1.778 0.774 -0.038  -0.437
S1 -1.499 -0.689 -0.398  0.856
H1 0.572 2.680 -1.187  0.112
C2 0.464 -2.026 1.509  0.029
C3 0.805 -1.765 0.351  -0.097
H2 -0.047 -1.944 2.362  -0.012
H3 1.173 -1.520 -0.549  -0.019

Output
Spin multiplicity: 1
ΔE to the lowest compared entry with this formula, charge and spin, kJ/mol: 667.4
E_HOMO, eV: -9.21
SMILES: O=CON=S.C#C
Energy, a.u.: -719.326072
Net charge: 0
E_LUMO, Eh: -0.044


(4)
Formula: C36H80N8O11
Source: OMol25
Level of theory: wB97M-V/def2-TZVPD

Last column: Löwdin charge in e.
Geometry (Å):
C1 10.167 -4.256 5.851  -0.153
C2 10.585 -5.674 5.501  -0.151
C3 9.798 -6.504 6.517  -0.219
O1 9.974 -5.782 7.716  -0.152
C4 9.967 -4.385 7.395  -0.191
H1 9.206 -3.914 5.467  0.099
H2 10.835 -3.470 5.498  0.088
H3 11.637 -5.784 5.765  0.103
H4 10.401 -5.985 4.473  0.116
H5 10.028 -7.551 6.715  0.119
H6 8.734 -6.490 6.280  0.111
H7 10.764 -3.955 8.002  0.091
H8 9.019 -3.893 7.610  0.105
C5 15.102 2.035 5.306  -0.209
C6 16.581 1.862 5.363  -0.168
C7 16.818 0.604 4.443  -0.154
O2 15.495 0.168 4.131  -0.144
C8 14.653 1.256 4.106  -0.243
H9 14.746 3.064 5.352  0.103
H10 14.666 1.637 6.223  0.085
H11 16.905 1.662 6.384  0.078
H12 17.178 2.741 5.121  0.101
H13 17.409 -0.143 4.974  0.085
H14 17.408 0.794 3.547  0.111
H15 13.594 1.009 4.183  0.115
H16 14.787 1.734 3.135  0.122
C9 13.177 -2.459 10.519  -0.151
C10 13.557 -2.725 11.958  -0.166
C11 14.699 -3.751 11.792  -0.218
O3 14.261 -4.535 10.704  -0.159
C12 13.270 -3.903 9.893  -0.147
H17 13.745 -1.715 9.961  0.075
H18 12.187 -2.013 10.423  0.097
H19 12.825 -3.200 12.611  0.111
H20 13.907 -1.810 12.436  0.102
H21 14.897 -4.260 12.735  0.112
H22 15.638 -3.272 11.516  0.103
H23 12.301 -4.393 9.993  0.109
H24 13.648 -3.975 8.873  0.108
C13 9.528 0.871 9.202  0.001
C14 9.485 -0.609 9.383  -0.587
O4 9.965 -1.380 8.556  0.024
N1 8.860 -1.013 10.443  0.026
C15 8.604 -2.408 10.912  -0.034
H25 10.378 1.189 8.599  0.066
H26 9.557 1.420 10.143  0.074
H27 8.691 1.266 8.625  0.081
H28 8.390 -0.356 11.049  0.134
H29 7.528 -2.483 11.067  0.079
H30 9.026 -2.549 11.907  0.069
H31 9.105 -3.248 10.431  0.081
C16 22.293 -0.945 8.107  -0.015
C17 22.153 -0.953 6.540  -0.537
O5 23.148 -0.713 5.834  -0.006
N2 20.967 -1.223 6.023  0.017
C18 19.737 -1.358 6.793  -0.092
H32 22.172 0.084 8.446  0.075
H33 23.314 -1.148 8.432  0.072
H34 21.614 -1.600 8.653  0.057
H35 20.963 -1.454 5.040  0.147
H36 18.811 -1.290 6.222  0.056
H37 19.595 -0.511 7.465  0.077
H38 19.712 -2.330 7.285  0.073
C19 11.415 2.983 6.282  -0.005
C20 9.985 3.220 5.914  -0.561
O6 9.176 2.256 6.055  -0.028
N3 9.698 4.412 5.504  0.032
C21 8.349 4.905 5.100  -0.041
H39 12.095 3.045 5.432  0.079
H40 11.468 1.970 6.683  0.064
H41 11.633 3.753 7.022  0.083
H42 10.454 5.081 5.484  0.133
H43 8.380 5.500 4.187  0.073
H44 8.010 5.624 5.846  0.075
H45 7.581 4.146 4.951  0.075
C22 14.740 -5.394 4.486  -0.007
C23 14.354 -4.648 3.207  -0.527
O7 14.257 -5.250 2.107  -0.019
N4 14.088 -3.354 3.370  0.021
C24 13.913 -2.421 2.267  -0.067
H46 15.463 -4.847 5.091  0.054
H47 15.195 -6.365 4.295  0.078
H48 13.873 -5.521 5.135  0.064
H49 14.142 -2.984 4.308  0.094
H50 13.644 -1.434 2.644  0.064
H51 13.072 -2.767 1.666  0.080
H52 14.803 -2.303 1.648  0.084
C25 14.371 1.361 10.988  -0.080
C26 14.262 2.249 9.728  -0.654
O8 13.520 1.948 8.805  -0.005
N5 15.036 3.274 9.758  -0.002
C27 15.165 4.150 8.626  -0.203
H53 15.359 1.494 11.427  0.026
H54 14.345 0.345 10.592  0.048
H55 13.630 1.606 11.749  0.065
H56 15.550 3.504 10.596  0.071
H57 15.055 3.661 7.658  0.058
H58 16.110 4.687 8.715  0.048
H59 14.348 4.871 8.596  0.057
C28 9.143 -0.835 4.357  0.015
C29 7.695 -0.557 4.006  -0.560
O9 7.068 -1.342 3.302  0.004
N6 7.116 0.563 4.469  0.013
C30 5.784 0.988 4.062  -0.067
H60 9.607 -1.181 3.433  0.092
H61 9.110 -1.621 5.112  0.070
H62 9.535 0.078 4.806  0.057
H63 7.635 1.206 5.050  0.086
H64 5.162 1.054 4.954  0.076
H65 5.413 0.306 3.297  0.080
H66 5.830 2.010 3.684  0.068
C31 19.370 -6.934 6.613  -0.009
C32 18.154 -6.234 7.184  -0.609
O10 17.077 -6.424 6.697  0.072
N7 18.374 -5.421 8.203  0.030
C33 17.310 -4.623 8.885  -0.051
H67 19.067 -7.370 5.661  0.081
H68 19.715 -7.755 7.241  0.077
H69 20.214 -6.264 6.448  0.071
H70 19.312 -5.077 8.353  0.121
H71 16.836 -5.075 9.756  0.075
H72 16.436 -4.314 8.312  0.067
H73 17.693 -3.625 9.096  0.065
C34 15.877 -1.323 7.616  0.021
C35 14.645 -1.768 6.896  -0.577
O11 14.531 -2.898 6.453  0.024
N8 13.631 -0.908 6.886  0.042
C36 12.258 -1.231 6.468  -0.036
H74 16.119 -0.374 7.137  0.061
H75 16.729 -1.980 7.443  0.070
H76 15.541 -1.103 8.630  0.075
H77 13.742 -0.084 7.459  0.098
H78 11.490 -0.523 6.779  0.066
H79 12.115 -2.201 6.945  0.069
H80 12.222 -1.268 5.380  0.075

Output
Spin multiplicity: 2
ΔE to the lowest compared entry with this formula, charge and spin, kJ/mol: 0.0
E_HOMO (alpha / beta), eV: 0.01 / -6.85
<S²>: 0.750
Energy, a.u.: -2685.379025
Net charge: -1
E_LUMO (alpha / beta), Eh: 0.069 / 0.069


Repeat the second record exactly.
Formula: CH2N4O2
Source: OMol25
Level of theory: wB97M-V/def2-TZVPD

Last column: Löwdin charge in e.
Geometry (Å):
N1 -0.247 -0.160 -0.317  0.013
N2 -0.585 -0.236 1.008  0.008
C1 0.066 -0.613 1.956  -0.138
N3 0.783 -0.837 2.916  0.190
N4 1.009 -1.521 4.086  -0.457
O1 0.051 -1.643 4.800  0.098
O2 2.133 -1.877 4.277  0.102
H1 -0.671 0.663 -0.739  0.089
H2 0.760 -0.171 -0.474  0.094

Output
Spin multiplicity: 1
ΔE to the lowest compared entry with this formula, charge and spin, kJ/mol: 499.3
E_HOMO, eV: -9.47
SMILES: NN=C=N[N+](=O)[O-]
Energy, a.u.: -408.595350
Net charge: 0
E_LUMO, Eh: 0.000


Q: Number 1 is which compound?
A: C12H10F11IrNO6S3